270
Properties=species:S:1:pos:R:3:lowdin_charge:R:1 method="wB97M-V/def2-TZVPD" fmax_ev_per_a=10.155 total_charge=+9 homo_lumo_gap_ev=1.6
C 16.905 20.012 19.764 -0.0767
C 17.300 18.924 18.811 -0.2569
C 17.518 17.681 19.560 -0.1495
N 18.089 16.571 18.746 -0.2723
C 19.416 16.910 18.134 -0.1730
C 20.494 17.270 19.061 -0.0925
C 20.709 15.717 20.000 -0.1222
C 19.394 15.642 20.582 -0.2455
C 18.325 15.303 19.584 -0.0735
C 17.161 16.140 17.694 0.0155
H 16.010 19.762 20.278 0.0715
H 16.684 20.950 19.163 0.1158
H 17.696 20.215 20.461 0.0801
H 18.209 19.294 18.328 0.1141
H 16.615 18.724 17.981 0.1236
H 16.542 17.284 19.781 0.1442
H 18.011 17.904 20.493 0.1313
H 19.298 17.882 17.597 0.1309
H 19.717 16.160 17.399 0.1517
H 20.455 18.046 19.820 0.1125
H 21.505 17.260 18.656 0.1074
H 21.559 16.232 20.519 0.1230
H 20.994 14.881 19.344 0.1218
H 19.061 16.369 21.313 0.1213
H 19.723 14.732 21.183 0.1512
H 17.341 15.130 19.998 0.1393
H 18.601 14.481 18.899 0.1540
H 17.631 15.299 17.159 0.1278
H 17.052 16.966 17.028 0.0997
H 16.217 15.798 18.081 0.1246
C 17.509 9.215 25.516 -0.0905
C 18.068 8.088 24.696 -0.2403
C 19.580 8.126 24.861 -0.0758
N 20.259 7.075 23.861 -0.2779
C 20.049 7.530 22.461 -0.1610
C 20.701 8.883 22.241 -0.1101
C 22.823 8.590 22.370 -0.0099
C 22.292 8.483 23.662 -0.2815
C 21.740 7.081 24.171 -0.0380
C 19.756 5.686 23.861 0.0291
H 17.917 10.143 25.088 0.0772
H 17.785 9.194 26.532 0.0632
H 16.394 9.278 25.416 0.1103
H 17.795 8.185 23.657 0.1003
H 17.688 7.093 25.004 0.1354
H 19.841 7.838 25.887 0.1464
H 20.039 9.110 24.648 0.1104
H 19.020 7.872 22.363 0.1154
H 20.387 6.818 21.720 0.1503
H 20.361 9.723 22.827 0.0715
H 20.833 9.181 21.206 0.0637
H 23.268 9.458 21.904 0.1219
H 22.913 7.652 21.878 0.1130
H 22.354 9.396 24.281 0.1393
H 23.435 8.369 23.490 0.1121
H 22.029 6.712 25.171 0.1566
H 22.038 6.268 23.528 0.1238
H 20.466 5.127 23.274 0.1152
H 18.754 5.689 23.581 0.0932
H 19.868 5.260 24.871 0.1367
C 9.907 15.251 9.695 0.0039
C 10.586 16.329 9.527 -0.1583
C 10.382 17.444 10.605 -0.0292
N 11.592 18.474 10.589 -0.3132
C 11.329 19.669 11.467 -0.0898
C 12.641 20.318 11.829 -0.3577
C 13.041 20.650 13.136 0.0649
C 13.721 19.149 11.455 -0.0758
C 12.796 17.882 11.251 -0.0922
C 11.822 18.952 9.177 0.0457
H 7.550 13.223 4.747 0.1551
H 9.431 15.012 10.627 0.0618
H 10.018 14.398 8.891 0.1218
H 11.045 16.403 8.597 0.0799
H 10.398 11.806 10.967 -0.0891
H 10.449 17.170 11.660 0.1268
H 9.612 18.164 10.387 0.1268
H 10.820 19.292 12.360 0.1441
H 10.601 20.338 10.990 0.1581
H 9.157 24.392 14.921 -0.0187
H 12.774 21.233 11.258 0.1449
H 12.736 20.230 14.091 0.0557
H 13.798 21.445 13.209 0.0686
H 14.511 18.805 12.169 0.1205
H 14.259 19.269 10.520 0.1031
H 12.450 17.426 12.215 0.1508
H 13.252 17.212 10.518 0.1394
H 10.797 19.178 8.818 0.1361
H 12.290 18.211 8.554 0.1020
H 12.435 19.863 9.378 0.1146
C 12.015 16.838 23.251 -0.1038
C 11.350 18.087 23.854 -0.2155
C 12.170 18.684 25.010 -0.1050
N 11.663 20.039 25.480 -0.2803
C 12.580 20.508 26.584 -0.1028
C 14.024 20.779 26.165 -0.1473
C 13.975 21.825 25.034 -0.1744
C 13.037 21.401 23.956 -0.2024
C 11.664 21.147 24.436 -0.1183
C 10.278 20.004 25.968 0.0126
H 13.075 17.065 22.863 0.0872
H 11.436 16.471 22.400 0.0790
H 12.152 16.033 23.999 0.0847
H 10.356 17.788 24.205 0.1213
H 11.243 18.726 22.983 0.1071
H 13.250 18.715 24.860 0.1168
H 12.057 18.118 25.923 0.1362
H 12.432 19.753 27.357 0.1426
H 12.209 21.478 26.990 0.1622
H 14.594 19.893 25.912 0.1042
H 14.530 21.166 27.037 0.1251
H 15.002 22.069 24.665 0.1349
H 13.517 22.714 25.434 0.1210
H 13.337 20.456 23.478 0.1140
H 13.007 22.152 23.132 0.1465
H 11.003 20.868 23.599 0.1477
H 11.304 21.991 24.974 0.1316
H 9.932 20.971 26.327 0.1290
H 10.247 19.206 26.700 0.1178
H 9.553 19.616 25.218 0.1280
C 19.293 26.836 14.049 -0.0763
C 19.434 26.284 15.459 -0.2286
C 19.575 27.494 16.367 -0.1624
N 19.791 27.298 17.827 -0.2888
C 18.732 26.401 18.330 -0.1376
C 18.750 26.165 19.821 -0.1557
C 20.125 25.606 20.107 -0.2064
C 21.216 26.497 19.610 -0.1680
C 21.155 26.655 18.091 -0.0612
C 19.702 28.665 18.452 0.0559
H 20.114 27.493 13.759 0.0965
H 18.343 27.319 13.949 0.0837
H 19.238 25.963 13.399 0.0799
H 20.403 25.799 15.520 0.1038
H 18.595 25.666 15.771 0.1115
H 18.686 28.098 16.342 0.1351
H 20.419 28.063 16.005 0.1433
H 18.992 25.479 17.807 0.1236
H 17.760 26.718 17.914 0.1593
H 17.890 25.509 20.012 0.1313
H 18.507 27.001 20.438 0.1158
H 20.271 24.619 19.732 0.1049
H 20.128 25.469 21.233 0.1473
H 22.130 25.973 19.891 0.1299
H 21.285 27.415 20.186 0.1269
H 21.258 25.765 17.464 0.1317
H 21.935 27.367 17.795 0.1482
H 19.700 28.616 19.533 0.1051
H 18.743 29.052 18.099 0.1209
H 20.413 29.316 17.941 0.1307
C 26.012 15.070 15.579 -0.0627
C 27.496 14.645 15.683 -0.1473
N 27.869 13.299 14.935 -0.2160
C 29.233 12.976 15.576 0.0439
C 26.858 12.130 15.160 -0.1190
C 26.598 11.815 16.626 -0.0580
C 27.946 13.588 13.446 -0.1057
C 28.617 12.574 12.596 -0.2042
O 27.913 11.334 12.499 -0.2419
C 28.399 10.392 11.581 -0.0896
H 25.714 15.540 14.597 0.1012
H 25.882 15.785 16.376 0.0706
H 25.379 14.211 15.843 0.0661
H 27.795 14.567 16.746 0.1263
H 28.146 15.418 15.258 0.1251
H 29.756 12.205 15.011 0.1102
H 28.966 12.664 16.590 0.0941
H 29.830 13.867 15.552 0.1075
H 27.414 11.302 14.791 0.1164
H 25.962 12.300 14.601 0.1262
H 25.862 11.041 16.669 0.0880
H 26.185 12.587 17.260 0.0696
H 27.503 11.490 17.119 0.0766
H 28.513 14.519 13.202 0.1586
H 26.910 13.761 13.092 0.1471
H 29.597 12.372 13.076 0.1263
H 28.793 12.782 11.539 0.1474
H 28.159 10.628 10.468 0.1169
H 27.835 9.464 11.857 0.1177
H 29.509 10.577 11.492 0.1086
C 21.552 21.055 10.484 -0.0622
C 22.804 21.852 10.813 -0.1506
N 24.064 21.707 9.900 -0.2556
C 23.734 22.614 8.712 0.0256
C 25.369 22.179 10.536 -0.1559
C 25.353 23.559 11.171 -0.0413
C 24.224 20.351 9.311 -0.0959
C 24.556 19.267 10.419 -0.0923
O 25.935 19.284 10.905 -0.2342
C 26.980 18.962 10.206 -0.1994
H 21.533 20.007 10.786 0.0838
H 21.336 21.112 9.408 0.0888
H 20.726 21.542 10.984 0.0865
H 23.087 21.513 11.798 0.1181
H 22.594 22.901 10.859 0.1172
H 22.826 22.257 8.228 0.1072
H 24.557 22.536 7.966 0.1378
H 23.530 23.625 9.001 0.0985
H 26.061 22.049 9.712 0.1338
H 25.697 21.431 11.278 0.1286
H 26.346 23.732 11.538 0.0890
H 24.596 23.679 11.976 0.0897
H 25.171 24.289 10.337 0.1012
H 24.943 20.305 8.453 0.1595
H 23.219 20.031 8.918 0.1411
H 24.462 18.277 9.965 0.1369
H 23.943 19.528 11.282 0.1132
H 26.701 18.258 9.358 0.1121
H 27.908 18.817 10.772 0.1081
H 27.216 19.764 9.377 0.1107
C 33.161 18.917 24.565 -0.0565
C 33.397 17.520 23.967 -0.1461
N 32.119 16.619 23.854 -0.2344
C 32.595 15.279 23.247 0.0434
C 31.393 16.556 25.244 -0.1494
C 32.117 15.834 26.374 -0.0476
C 31.194 17.408 22.916 -0.1355
C 30.156 16.657 22.211 -0.2560
O 29.071 16.260 22.993 -0.2303
C 28.328 15.057 22.708 -0.0670
H 32.503 19.589 23.921 0.0970
H 34.112 19.461 24.655 0.1050
H 32.640 18.997 25.521 0.0803
H 34.083 16.979 24.646 0.1289
H 33.884 17.524 23.004 0.1228
H 33.353 15.465 22.440 0.1312
H 31.797 14.583 22.960 0.0986
H 33.090 14.809 24.113 0.1042
H 30.409 16.063 24.975 0.1306
H 31.060 17.606 25.429 0.1257
H 33.206 15.990 26.303 0.0849
H 32.005 14.728 26.249 0.0962
H 31.715 16.131 27.343 0.0964
H 31.894 17.745 22.143 0.1408
H 30.927 18.382 23.401 0.1445
H 30.609 15.825 21.623 0.1272
H 29.670 17.434 21.435 0.1774
H 28.197 14.926 21.629 0.0863
H 27.491 15.298 23.387 0.0953
H 28.803 14.194 23.288 0.1061
C 18.392 10.873 31.565 -0.0539
C 18.993 12.199 31.095 -0.1575
N 20.343 12.506 31.733 -0.2714
C 20.238 12.766 33.174 -0.0052
C 21.333 11.325 31.508 -0.1584
C 22.705 11.676 31.937 -0.0627
C 20.859 13.810 31.063 -0.0754
C 21.237 13.749 29.595 -0.2015
O 20.030 13.674 28.834 -0.2296
C 20.293 13.676 27.387 -0.0439
H 18.380 10.801 32.660 0.0872
H 18.964 10.007 31.231 0.0755
H 17.333 10.791 31.257 0.1035
H 18.341 12.968 31.470 0.1247
H 19.043 12.288 29.991 0.1246
H 19.994 11.864 33.750 0.1224
H 19.449 13.511 33.403 0.1363
H 21.203 13.079 33.547 0.0999
H 21.220 11.075 30.427 0.1390
H 20.887 10.510 32.112 0.1372
H 23.335 10.773 31.843 0.1132
H 22.676 11.856 33.005 0.0902
H 23.230 12.407 31.327 0.0862
H 21.719 14.171 31.670 0.1451
H 20.044 14.522 31.305 0.1533
H 21.925 12.894 29.307 0.1392
H 21.736 14.707 29.466 0.1355
H 21.282 13.254 27.261 0.0752
H 20.265 14.700 26.991 0.0920
H 19.512 13.055 26.976 0.0795